(1)
2
Properties=species:S:1:pos:R:3:forces:R:3 method="wB97M-V/def2-TZVPD" energy_ha=-4214.362267 homo_ev=-7.848 orbital_gap_ev=4.11 max_force_ha_per_bohr=0.020
Cu 1.194 1.510 0.968 -0.57 -0.72 -0.46
Br -1.194 -1.510 -0.968 0.57 0.72 0.46

***

(2)
9
Properties=species:S:1:pos:R:3:forces:R:3 method="wB97M-V/def2-TZVPD" energy_ha=-792.862571 homo_ev=-8.700 orbital_gap_ev=8.43 max_force_ha_per_bohr=0.055
C -1.074 -0.712 -1.241 -0.91 1.31 0.59
C -0.112 -0.947 -0.136 2.25 -1.65 -0.35
O -0.218 -0.796 1.038 -0.47 0.16 -0.67
P 1.738 -1.519 -1.008 -0.39 0.00 0.66
I 3.087 0.136 0.244 -0.23 -0.48 -0.19
H -2.004 -0.364 -0.821 -0.42 0.19 0.23
H -0.687 0.079 -1.856 0.47 0.78 -0.11
H -1.323 -1.416 -1.997 0.36 -1.52 -0.07
H 2.169 -2.765 -0.320 -0.67 1.20 -0.09

***

(3)
91
Properties=species:S:1:pos:R:3:forces:R:3 method="wB97M-V/def2-TZVPD" energy_ha=-2234.786203 homo_ev=-10.370 total_charge=+1 orbital_gap_ev=7.89 max_force_ha_per_bohr=0.095
C 1.153 -0.877 -1.190 -0.21 0.18 -0.35
C -0.247 -1.346 -1.606 0.75 -0.09 -0.46
C -0.524 -0.909 -3.058 0.03 0.00 0.14
N -1.939 -0.581 -3.297 0.43 0.24 -0.48
C -2.568 0.489 -2.871 -0.62 0.22 -0.16
N -2.011 1.482 -2.152 0.87 -0.70 0.28
C -2.577 1.713 -0.804 -0.64 1.05 -0.02
C -4.102 1.609 -0.839 -0.24 0.03 -0.28
C -4.599 0.516 -1.760 -0.07 -0.48 0.48
O -5.968 0.523 -1.887 0.01 0.32 -0.23
C -6.561 -0.780 -1.869 -0.18 -0.15 0.16
C -8.030 -0.676 -2.188 -0.06 0.07 -0.14
N -3.918 0.623 -3.098 0.07 -0.60 0.39
H 1.566 -1.489 -0.392 -0.10 0.13 0.18
H 1.143 0.182 -0.926 0.19 -0.02 0.16
H 1.826 -0.972 -2.045 0.10 -0.05 0.06
H -1.017 -0.959 -0.940 -0.04 -0.13 0.07
H -0.228 -2.435 -1.583 -0.49 -0.02 0.27
H -0.272 -1.722 -3.735 -0.09 0.01 -0.08
H 0.113 -0.079 -3.372 -0.15 0.19 0.13
H -2.488 -1.251 -3.815 0.06 0.06 -0.08
H -0.998 1.504 -2.189 0.02 -0.09 0.25
H -2.358 2.742 -0.527 0.30 -0.05 0.03
H -2.127 1.069 -0.047 0.05 -0.27 -0.24
H -4.539 2.558 -1.150 0.00 -0.02 -0.13
H -4.503 1.381 0.147 0.14 0.07 0.10
H -4.294 -0.455 -1.334 0.03 0.00 0.01
H -6.438 -1.212 -0.870 0.12 0.01 0.00
H -6.054 -1.443 -2.580 0.01 0.07 -0.08
H -8.561 -0.090 -1.440 0.06 0.00 0.06
H -8.201 -0.214 -3.159 0.07 -0.01 -0.03
H -8.456 -1.679 -2.208 -0.04 0.00 0.02
H -4.245 -0.123 -3.706 -0.23 0.06 0.07
O -0.280 -4.292 0.584 2.15 -0.08 -0.99
P 0.258 -4.466 1.953 -2.97 0.25 3.21
N -0.309 -5.951 2.504 0.09 -0.09 -0.37
C -0.872 -6.222 3.814 0.22 0.02 0.28
C -0.125 -7.095 1.618 -0.01 0.00 -0.31
N -0.442 -3.160 2.797 -0.33 -0.01 -0.36
C -0.884 -3.195 4.179 0.34 0.12 0.24
C -1.274 -2.271 2.004 -0.23 0.09 -0.15
N 1.708 -4.374 2.832 1.10 -0.04 -2.06
C 2.513 -3.184 2.472 -0.13 0.25 0.22
C 2.593 -5.552 2.745 -0.13 -0.25 0.26
H -0.255 -5.831 4.627 -0.01 0.02 -0.03
H -0.935 -7.297 3.974 0.04 -0.02 -0.12
H -1.882 -5.819 3.919 0.02 -0.01 0.01
H 0.896 -7.494 1.647 -0.05 -0.06 0.05
H -0.343 -6.821 0.585 0.01 0.06 0.02
H -0.805 -7.901 1.888 -0.05 0.06 0.07
H -1.863 -3.672 4.293 0.01 0.03 0.04
H -0.967 -2.175 4.563 0.00 0.03 -0.07
H -0.161 -3.702 4.815 0.00 -0.08 -0.09
H -2.274 -2.684 1.817 -0.02 0.06 -0.03
H -0.807 -2.065 1.046 -0.02 -0.12 -0.04
H -1.392 -1.311 2.515 0.03 -0.10 0.19
H 2.873 -3.227 1.439 0.08 -0.04 0.03
H 3.374 -3.115 3.134 0.00 -0.07 0.02
H 1.922 -2.279 2.597 -0.08 -0.05 -0.01
H 2.845 -5.826 1.716 0.07 0.03 0.00
H 2.139 -6.409 3.237 -0.11 0.03 -0.07
H 3.519 -5.336 3.276 0.00 0.08 -0.02
O 2.503 2.770 -1.410 1.17 -1.89 1.68
P 3.110 3.942 -0.724 -1.21 3.87 -2.75
N 1.719 4.808 -0.277 0.05 -0.37 0.33
C 1.439 6.212 -0.503 0.18 0.21 0.19
C 0.751 4.048 0.494 -0.26 0.08 0.22
N 3.974 4.694 -1.970 -0.23 -0.22 -0.32
C 4.046 6.131 -2.160 0.37 0.16 0.25
C 4.042 3.993 -3.249 -0.10 -0.07 -0.07
N 4.186 4.482 0.474 -0.01 -2.36 0.80
C 5.498 3.793 0.409 0.21 0.20 -0.23
C 3.708 4.394 1.868 -0.21 0.34 0.07
H 2.264 6.860 -0.199 0.00 -0.03 -0.04
H 0.580 6.521 0.092 -0.02 -0.11 0.04
H 1.202 6.420 -1.550 0.03 0.02 0.01
H 1.002 4.017 1.563 -0.12 0.00 0.01
H 0.665 3.014 0.154 0.17 0.05 -0.15
H -0.241 4.497 0.415 0.03 0.07 -0.08
H 3.155 6.529 -2.658 0.04 0.02 0.00
H 4.909 6.376 -2.784 0.00 -0.07 -0.02
H 4.194 6.653 -1.216 -0.10 -0.07 0.05
H 3.122 4.103 -3.836 0.03 -0.01 -0.04
H 4.231 2.934 -3.104 -0.10 -0.02 0.05
H 4.874 4.395 -3.829 -0.02 0.10 0.04
H 5.416 2.727 0.642 0.02 0.01 0.09
H 6.181 4.251 1.123 -0.06 0.04 0.04
H 5.931 3.899 -0.582 -0.09 0.02 -0.04
H 3.382 3.388 2.149 0.06 -0.02 0.04
H 2.889 5.091 2.036 -0.05 -0.04 -0.11
H 4.516 4.688 2.535 0.06 -0.03 -0.05

***

(4)
21
Properties=species:S:1:pos:R:3:forces:R:3 method="wB97M-V/def2-TZVPD" energy_ha=-324.813681 homo_ev=-12.861 total_charge=+1 orbital_gap_ev=9.73 max_force_ha_per_bohr=0.012
C -0.038 2.271 0.230 0.05 0.22 0.37
C -1.247 1.839 -0.069 -0.26 -0.38 -0.35
N 0.709 1.810 1.362 0.23 0.34 -0.44
H 0.438 3.038 -0.368 0.16 -0.07 -0.07
H -1.742 2.183 -0.964 -0.05 0.16 0.06
H -1.763 1.083 0.513 0.02 0.05 0.11
H 0.122 1.783 2.188 0.05 -0.27 0.04
H 1.566 0.370 0.328 -0.32 0.07 0.24
H 1.474 2.447 1.557 -0.06 0.01 0.12
N 1.724 -0.589 -0.042 -0.07 -0.17 0.04
C 0.527 -1.460 0.264 -0.22 0.16 -0.33
C -0.455 -1.394 -0.912 0.33 -0.25 -0.11
N -1.779 -1.776 -0.477 0.15 0.16 0.16
H 1.858 -0.548 -1.052 0.22 0.02 0.02
H 2.572 -0.942 0.401 0.03 -0.03 -0.12
H 0.050 -1.071 1.159 0.12 -0.08 0.09
H 0.890 -2.476 0.402 -0.02 0.04 0.24
H -0.478 -0.371 -1.289 -0.10 0.03 0.05
H -0.055 -2.034 -1.714 -0.03 0.12 -0.05
H -2.488 -1.382 -1.079 -0.08 -0.15 -0.01
H -1.886 -2.781 -0.438 -0.16 0.02 -0.06

***

(5)
6
Properties=species:S:1:pos:R:3:forces:R:3 method="wB97M-V/def2-TZVPD" energy_ha=-655.266555 homo_ev=0.460 total_charge=-2 orbital_gap_ev=5.43 max_force_ha_per_bohr=0.035
C 2.223 -0.684 0.483 0.32 0.30 1.47
N 2.056 -0.331 1.579 -0.31 0.18 0.28
N -3.271 1.428 -0.451 -1.38 1.02 -0.13
N -1.392 0.073 -0.283 0.59 -0.54 0.02
N -2.326 0.751 -0.366 0.39 -0.38 0.03
S 2.710 -1.236 -0.962 0.38 -0.58 -1.68

***

(6)
98
Properties=species:S:1:pos:R:3:forces:R:3 method="wB97M-V/def2-TZVPD" energy_ha=-3627.365058 homo_ev=-9.212 orbital_gap_ev=9.51 max_force_ha_per_bohr=0.178
C 33.324 44.847 36.717 4.26 0.59 -1.23
O 33.312 43.497 37.048 -0.09 -2.53 0.88
P 32.341 42.432 36.332 -2.19 0.29 1.02
O 30.898 42.773 36.375 0.76 0.63 -0.34
O 32.923 42.292 34.885 0.77 -1.34 0.23
C 32.234 42.831 33.799 -1.35 -0.92 -4.40
O 32.480 40.983 37.003 1.40 1.52 -1.42
C 32.824 40.827 38.346 -1.78 -1.84 3.09
H 32.457 45.316 36.929 -2.93 1.51 1.36
H 33.403 44.915 35.632 0.42 0.23 -0.23
H 34.252 45.416 37.192 -2.07 -1.50 -0.79
H 32.816 42.779 32.754 -0.78 -1.43 2.23
H 32.448 43.860 33.789 -1.38 1.92 0.75
H 31.096 42.410 33.582 3.08 1.57 1.00
H 32.855 39.642 38.518 -0.63 2.75 -0.02
H 32.061 41.449 39.053 1.61 -1.88 -1.58
H 33.803 41.147 38.634 0.79 0.56 -0.39
C 29.207 40.277 38.541 -1.68 -0.46 4.64
O 28.836 41.482 37.953 0.33 1.49 -3.34
P 28.937 42.912 38.556 -1.58 1.81 6.38
O 28.048 42.785 39.748 -0.02 0.76 -0.20
O 30.437 43.201 39.228 -1.31 -1.89 -3.22
C 30.608 44.041 40.297 -0.10 3.62 0.82
O 28.470 44.277 37.799 0.14 -4.90 -2.00
C 28.304 45.563 38.319 -2.86 -1.38 3.94
H 28.322 39.702 39.148 1.64 1.94 -1.43
H 29.995 40.457 39.289 -0.20 -0.29 -0.37
H 29.497 39.596 37.840 1.05 -1.46 -2.16
H 31.535 43.712 40.738 0.70 0.48 0.03
H 29.888 43.968 41.159 0.00 0.02 -1.33
H 30.674 45.221 39.878 -0.02 -3.06 1.48
H 27.945 45.524 39.516 1.71 0.40 -3.24
H 27.582 46.110 37.765 -1.55 -0.14 -0.41
H 29.135 45.900 37.875 3.94 2.95 0.42
C 29.562 45.113 29.283 0.38 -2.05 -1.60
O 30.396 45.973 30.022 0.94 2.40 2.64
P 30.992 45.731 31.561 -1.36 -3.32 0.84
O 30.267 44.645 32.344 1.01 2.83 -1.41
O 32.378 45.191 31.074 -0.02 -0.52 1.38
C 32.994 45.741 29.955 -6.13 2.12 -2.53
O 31.540 46.990 32.525 -1.81 0.05 -4.87
C 31.538 46.926 33.885 -3.63 -0.50 3.56
H 29.768 45.257 28.098 -0.75 0.16 3.00
H 28.533 45.193 29.640 -0.01 0.26 -0.63
H 29.855 44.049 29.489 -0.19 0.79 -0.18
H 33.917 45.584 30.116 6.93 -1.44 0.33
H 32.874 46.854 29.916 -0.14 -0.81 -0.13
H 32.539 45.272 29.034 0.94 0.60 0.79
H 30.732 46.162 34.228 1.55 0.77 -0.40
H 31.120 47.883 34.497 1.63 -1.64 -1.95
H 32.517 46.560 34.108 0.59 0.20 1.18
C 29.366 40.160 33.062 2.10 -2.53 -2.78
O 29.138 41.462 32.657 2.00 2.35 0.14
P 27.770 42.092 32.343 -4.57 -4.09 -0.48
O 26.828 40.929 32.188 0.45 1.38 0.05
O 27.347 42.950 33.584 0.75 1.43 0.19
C 28.201 43.217 34.744 3.53 -0.61 -2.47
O 27.777 42.847 30.933 1.29 2.56 2.53
C 27.122 42.352 29.840 -2.64 -3.20 -2.81
H 29.069 39.463 32.174 0.17 0.93 1.91
H 28.977 39.823 34.003 -0.64 0.27 0.37
H 30.493 40.106 33.093 -1.03 -0.20 0.29
H 28.683 42.283 35.083 -0.10 0.35 -0.41
H 27.714 43.565 35.571 -2.18 1.08 1.54
H 29.040 43.965 34.490 -1.35 -1.21 0.13
H 27.361 42.881 28.850 -0.07 -0.44 1.83
H 25.948 42.135 29.872 2.24 1.45 0.58
H 27.405 41.280 29.788 0.21 0.50 -0.70
C 32.660 41.537 30.207 -5.80 6.98 0.97
C 31.894 41.064 29.003 -1.07 -3.11 3.75
C 31.258 39.613 29.339 1.89 2.66 -7.17
O 31.790 41.604 27.972 -0.17 1.33 -2.51
H 32.982 42.692 30.033 -1.16 -2.30 0.50
H 33.504 41.148 30.017 6.58 -3.75 0.05
H 32.104 41.475 31.218 1.34 -0.45 -1.80
H 32.019 38.872 29.169 -0.03 -0.50 -0.25
H 30.371 39.599 28.705 0.29 -0.77 -0.42
H 30.930 39.624 30.230 -1.98 -0.09 6.83
C 30.408 35.605 40.090 0.28 0.51 1.05
C 30.621 36.968 40.611 1.58 1.75 0.41
C 30.115 37.409 41.984 7.06 -3.51 4.44
O 31.178 37.772 39.900 0.08 0.46 -0.19
H 29.663 35.629 39.353 -0.64 -0.22 -1.43
H 30.099 35.020 40.872 -1.45 -1.63 1.94
H 31.333 35.138 39.880 1.05 -0.05 -1.23
H 29.284 37.794 41.769 -6.83 3.96 -1.33
H 30.755 38.072 42.840 -1.42 -1.49 -3.27
H 29.829 36.524 42.595 0.27 0.28 -0.44
C 33.775 49.276 37.459 -1.38 2.79 2.40
C 32.883 48.308 38.256 0.27 0.52 2.66
C 31.387 48.728 38.381 2.96 -2.67 4.13
O 33.349 47.415 38.970 -0.78 1.36 -1.93
H 33.211 50.240 37.147 0.77 -1.74 0.50
H 34.065 48.788 36.624 1.14 -1.48 -2.98
H 34.696 49.616 38.004 -0.94 -0.67 -0.21
H 30.962 48.302 39.317 0.40 -0.92 -0.72
H 30.842 48.423 37.613 -2.52 -0.82 -3.54
H 31.268 49.677 38.716 0.05 3.61 -0.33